This record from the OMol25 dataset describes a 5-piece molecular cluster, C25H58N4O16P5S2 overall in a non-equilibrium geometry. The level of theory is the ωB97M-V functional and the def2-TZVPD basis.

Structure (XYZ):
```
110
Properties=species:S:1:pos:R:3:mulliken_charge:R:1
C -2.96159 0.29324 6.74256 0.939
C -1.91137 0.09098 6.22429 -1.604
P -0.52764 -0.10280 5.20993 0.528
N 0.76369 -0.37228 6.26238 -0.523
C -0.23754 1.39261 4.25355 0.237
C -1.18425 2.56080 4.52628 -0.656
C -0.77555 3.51793 5.66728 -0.691
C 0.26404 3.00760 6.65317 -0.461
N 1.63960 3.14788 6.16178 -0.497
C -0.78686 -1.59635 4.21047 -0.964
C -0.85986 -1.37397 2.69990 -0.745
C 0.53192 -1.05894 2.09388 -0.026
S 1.22366 -2.49554 1.26115 -0.287
C 1.70921 -1.80127 -0.29631 0.516
S 0.65707 -0.93221 -1.17898 -0.229
N 2.99521 -2.05808 -0.71612 0.113
C 3.47423 -1.97902 -2.01341 -0.285
C 4.79213 -2.28610 -1.92867 -0.525
N 5.15264 -2.56189 -0.63335 -0.609
C 4.07092 -2.43490 0.07945 -0.020
H -3.88981 0.32543 7.25694 0.472
H 0.37788 -0.76808 7.11624 0.310
H 1.39052 -1.07057 5.87620 0.336
H 0.80402 1.66297 4.39224 0.415
H -0.32632 1.13621 3.20318 -0.109
H -1.19296 3.13054 3.60859 -0.032
H -2.20580 2.23725 4.67901 0.481
H -1.66847 3.72278 6.25437 0.298
H -0.45749 4.47950 5.28740 0.386
H 0.16346 3.61989 7.54685 0.490
H 0.06552 1.99410 6.98272 0.106
H 2.15110 2.28480 6.26349 0.182
H 2.12186 3.89283 6.63479 0.235
H -1.73015 -2.03128 4.53091 0.561
H -0.02426 -2.33320 4.43787 0.502
H -1.58438 -0.62326 2.41343 0.420
H -1.18374 -2.32047 2.28134 0.292
H 1.20742 -0.75597 2.89167 0.238
H 0.43836 -0.22700 1.40870 0.021
H 2.88320 -1.73334 -2.86455 0.412
H 5.46592 -2.30029 -2.76010 0.400
H 3.97162 -2.58625 1.13465 0.434
C -2.73501 -3.94803 -0.61557 -0.655
O -3.95655 -4.36483 0.00850 -0.151
P -3.80531 -5.14597 1.37369 0.869
O -2.92302 -4.52901 2.36395 -0.569
O -3.34796 -6.61017 0.97343 -0.291
C -4.03271 -7.29942 -0.08733 -0.693
O -5.32538 -5.27560 1.78271 -0.286
C -5.60351 -5.82949 3.07802 -0.688
H -2.92617 -3.82275 -1.67852 0.223
H -2.41197 -2.99922 -0.18945 0.185
H -1.94727 -4.69139 -0.48498 0.374
H -3.48257 -7.17031 -1.01833 0.261
H -5.05094 -6.93385 -0.21373 0.327
H -4.06226 -8.35471 0.16874 0.274
H -4.95664 -6.68179 3.28798 0.341
H -6.63807 -6.15941 3.07445 0.244
H -5.46533 -5.06772 3.84282 0.241
C -1.49505 4.59812 0.58365 -0.676
O -0.39773 4.34159 -0.29494 -0.297
P 0.92245 3.73673 0.33534 0.532
O 0.72813 2.58110 1.22212 -0.133
O 1.62666 4.95228 1.07085 -0.265
C 1.76836 6.20336 0.37889 -0.718
O 1.76601 3.48305 -0.96105 -0.317
C 3.02270 2.79052 -0.81121 -0.361
H -2.11286 5.36287 0.12145 0.284
H -2.08168 3.68953 0.71803 0.228
H -1.14786 4.96189 1.55305 0.284
H 0.94909 6.86510 0.65789 0.249
H 1.77669 6.06698 -0.70138 0.344
H 2.71086 6.64644 0.68783 0.273
H 3.55945 3.14241 0.07008 0.322
H 3.61971 3.00220 -1.69221 0.142
H 2.84193 1.71862 -0.73264 0.072
C -3.43844 -5.67312 -7.51338 -0.695
O -3.73062 -4.76122 -6.44214 -0.280
P -4.88415 -5.18064 -5.44719 1.030
O -4.82529 -6.53773 -4.91937 -0.702
O -6.23916 -4.88289 -6.22426 -0.314
C -6.39986 -3.63355 -6.90791 -0.639
O -4.75486 -4.02045 -4.37764 -0.254
C -5.58296 -4.14339 -3.21279 -0.683
H -2.97812 -5.09917 -8.31277 0.245
H -2.74739 -6.43787 -7.16588 0.264
H -4.34631 -6.14604 -7.88937 0.335
H -6.14729 -3.76150 -7.95980 0.256
H -5.77260 -2.85380 -6.47723 0.314
H -7.44301 -3.33995 -6.82287 0.265
H -6.58825 -4.47537 -3.47446 0.391
H -5.64707 -3.16679 -2.74041 0.264
H -5.13344 -4.85146 -2.51851 0.194
C 7.17439 6.59195 -1.38638 -0.638
O 6.69522 6.73696 -2.73116 -0.306
P 6.04074 5.46398 -3.39892 0.779
O 5.04126 4.75776 -2.60248 -0.338
O 7.26052 4.52772 -3.80010 -0.301
C 8.39175 5.09573 -4.47587 -0.702
O 5.53220 6.09049 -4.75521 -0.310
C 4.74070 5.24408 -5.60353 -0.639
H 7.94025 7.34643 -1.23054 0.248
H 6.35681 6.75058 -0.68597 0.208
H 7.60764 5.60407 -1.22424 0.325
H 9.16775 5.32917 -3.74806 0.250
H 8.12349 5.99899 -5.02224 0.346
H 8.76726 4.35376 -5.17551 0.260
H 5.15093 4.23443 -5.64375 0.322
H 4.75807 5.67624 -6.59959 0.241
H 3.71643 5.20922 -5.23777 0.236
```

## Properties
energy: -4913.48738 a.u.
net charge: +1